Entry 1:
200
Properties=species:S:1:pos:R:3:lowdin_spin:R:1 method="wB97M-V/def2-TZVPD" s2=0.7670 multiplicity=2 e_homo_ha="-0.453 / -0.503" total_charge=+4 orbital_gap_ev="4.1 / 5.4"
C -4.445 -2.724 -6.207 0.0000
C -3.434 -3.870 -6.023 0.0000
N -2.305 -3.888 -7.111 0.0000
C -1.296 -5.005 -6.903 0.0000
C -2.994 -4.331 -8.436 0.0000
C -1.981 -4.437 -9.637 0.0000
C -1.465 -2.541 -7.351 0.0000
C -1.167 -1.676 -6.149 0.0000
O -0.964 -2.430 -4.977 0.0000
C -0.968 -1.632 -3.771 0.0000
H -4.167 -1.699 -5.960 0.0000
H -5.298 -2.872 -5.545 0.0000
H -5.018 -2.695 -7.134 0.0000
H -3.947 -4.813 -6.213 0.0000
H -2.948 -3.911 -5.049 0.0000
H -0.370 -4.861 -7.460 0.0000
H -1.683 -6.014 -7.046 0.0000
H -1.110 -4.948 -5.831 0.0000
H -3.677 -3.512 -8.661 0.0000
H -3.509 -5.271 -8.235 0.0000
H -2.531 -4.747 -10.525 0.0000
H -1.341 -5.293 -9.423 0.0000
H -1.502 -3.469 -9.784 0.0000
H -2.108 -1.996 -8.042 0.0000
H -0.579 -2.776 -7.941 0.0000
H -1.924 -0.924 -5.928 0.0000
H -0.255 -1.082 -6.218 0.0000
H -1.963 -1.274 -3.504 0.0000
H -0.278 -0.788 -3.794 0.0000
H -0.704 -2.278 -2.935 0.0000
C -1.175 -5.712 -1.234 0.0000
C -2.161 -5.499 -0.109 0.0000
N -2.589 -4.013 0.111 0.0000
C -3.453 -3.459 -1.046 0.0000
C -3.473 -3.840 1.395 0.0000
C -4.893 -4.600 1.347 0.0000
C -1.313 -3.098 0.431 0.0000
C -0.589 -3.357 1.783 0.0000
O -1.078 -2.948 3.018 0.0000
C -0.352 -3.398 4.087 0.0000
H -0.196 -5.237 -1.290 0.0000
H -1.501 -5.354 -2.211 0.0000
H -1.029 -6.772 -1.437 0.0000
H -1.783 -5.893 0.835 0.0000
H -3.066 -6.087 -0.265 0.0000
H -3.793 -2.455 -0.789 0.0001
H -4.341 -3.975 -1.413 0.0000
H -2.735 -3.380 -1.863 0.0000
H -3.390 -2.814 1.755 0.0001
H -2.979 -4.448 2.153 0.0000
H -4.920 -5.683 1.225 0.0000
H -5.611 -4.153 0.660 0.0000
H -5.465 -4.389 2.250 0.0000
H -1.592 -2.047 0.364 0.0000
H -0.654 -3.351 -0.401 0.0000
H 0.269 -2.714 1.586 0.0000
H 0.083 -4.215 1.786 0.0000
H -0.932 -3.094 4.959 0.0000
H 0.657 -3.021 4.255 0.0000
H -0.247 -4.482 4.086 0.0000
C 0.234 6.466 -0.737 0.0001
C 0.240 5.033 -1.214 0.0000
N 0.570 4.761 -2.713 0.0000
C 0.357 3.249 -2.956 0.0000
C -0.425 5.541 -3.636 0.0000
C -1.922 5.434 -3.250 0.0002
C 2.034 5.220 -3.027 0.0000
C 3.187 4.617 -2.238 0.0000
O 3.165 3.228 -2.373 0.0000
C 4.404 2.616 -1.747 0.0000
H 1.280 6.684 -0.521 0.0000
H -0.267 6.527 0.229 0.0001
H -0.165 7.103 -1.527 0.0000
H -0.797 4.727 -1.070 0.0000
H 0.760 4.416 -0.481 0.0000
H 0.763 2.821 -3.872 0.0000
H -0.696 3.008 -2.811 0.0000
H 0.987 2.690 -2.263 0.0000
H -0.137 5.225 -4.639 0.0000
H -0.151 6.595 -3.582 0.0000
H -2.251 4.425 -3.499 0.0001
H -2.518 6.072 -3.902 0.0000
H -2.108 5.492 -2.177 0.0001
H 2.051 6.307 -2.948 0.0000
H 2.222 5.020 -4.082 0.0000
H 3.115 5.015 -1.226 0.0000
H 4.103 5.054 -2.636 0.0000
H 5.319 2.804 -2.309 0.0000
H 4.289 1.534 -1.691 0.0000
H 4.579 3.149 -0.812 0.0000
C 3.625 -2.033 -0.276 0.0000
C 4.294 -2.692 0.971 0.0000
N 5.624 -3.556 0.665 0.0000
C 5.729 -4.410 1.951 0.0000
C 5.407 -4.441 -0.669 0.0000
C 4.179 -5.325 -0.650 0.0000
C 6.866 -2.662 0.562 0.0000
C 8.244 -3.277 0.568 0.0000
O 8.429 -4.495 -0.166 0.0000
C 8.888 -4.300 -1.450 0.0000
H 4.345 -1.627 -0.986 0.0000
H 3.038 -1.184 0.073 0.0000
H 2.934 -2.685 -0.809 0.0000
H 3.450 -3.146 1.491 0.0000
H 4.530 -1.873 1.650 0.0000
H 5.855 -3.779 2.831 0.0000
H 6.517 -5.159 1.874 0.0000
H 4.787 -4.959 1.951 0.0000
H 6.263 -5.099 -0.515 0.0000
H 5.515 -3.793 -1.539 0.0000
H 3.398 -5.113 0.080 0.0000
H 4.372 -6.387 -0.496 0.0000
H 3.714 -5.077 -1.604 0.0000
H 6.763 -1.774 1.186 0.0000
H 6.868 -2.134 -0.391 0.0000
H 8.502 -3.480 1.608 0.0000
H 8.987 -2.520 0.315 0.0000
H 8.167 -3.837 -2.123 0.0000
H 8.924 -5.332 -1.798 0.0000
H 9.913 -3.930 -1.460 0.0000
C -2.326 3.705 2.683 0.0098
N -3.495 3.617 1.761 0.1986
C -3.538 3.945 0.423 0.0724
C -4.761 4.005 -0.264 0.0531
C -6.002 3.694 0.416 0.1892
C -5.971 3.122 1.640 0.0340
C -4.681 3.184 2.306 0.1733
C -7.346 3.667 -0.345 0.0642
C -8.062 2.459 -0.612 0.0245
C -9.210 2.369 -1.330 0.0131
N -9.819 3.500 -1.841 0.0603
C -9.273 4.735 -1.524 0.0281
C -8.049 4.797 -0.755 0.0325
C -11.011 3.435 -2.703 0.0039
H -1.882 4.687 2.518 0.0046
H -1.569 3.005 2.330 0.0043
H -2.505 3.681 3.758 0.0007
H -2.583 4.294 0.059 0.0041
H -4.781 4.319 -1.298 0.0016
H -6.848 2.740 2.140 -0.0011
H -4.575 2.844 3.326 0.0144
H -7.672 1.543 -0.194 0.0003
H -9.724 1.432 -1.485 0.0010
H -9.780 5.579 -1.967 0.0017
H -7.453 5.682 -0.586 0.0007
H -11.468 4.391 -2.957 0.0001
H -11.760 2.953 -2.074 0.0020
H -10.889 2.879 -3.633 0.0016
C 6.075 2.756 7.116 0.0000
N 4.623 2.627 6.785 0.0000
C 4.179 2.732 5.524 0.0000
C 2.841 2.525 5.190 0.0000
C 1.948 2.198 6.211 0.0000
C 2.445 2.144 7.504 0.0000
C 3.787 2.201 7.718 0.0000
C 0.521 1.728 6.000 0.0001
C 0.007 0.928 4.936 0.0001
C -1.281 0.368 4.902 0.0001
N -2.109 0.675 5.914 0.0000
C -1.753 1.514 6.877 0.0001
C -0.461 2.019 6.946 0.0000
C -3.514 0.140 5.882 0.0003
H 6.371 1.726 7.311 0.0000
H 6.049 3.400 7.995 0.0000
H 6.630 3.085 6.237 0.0000
H 4.931 3.122 4.855 0.0000
H 2.557 2.528 4.148 0.0000
H 1.884 1.750 8.338 0.0000
H 4.144 2.148 8.736 0.0000
H 0.778 0.612 4.250 0.0000
H -1.633 -0.301 4.130 0.0000
H -2.466 1.855 7.613 0.0000
H -0.257 2.539 7.871 0.0000
H -3.761 -0.394 4.965 0.0004
H -4.236 0.948 5.995 0.0000
H -3.619 -0.447 6.795 0.0000
C 3.605 4.843 1.984 0.0000
F 4.487 5.074 1.034 0.0000
F 2.419 5.326 1.599 0.0000
F 3.510 3.516 2.271 0.0000
S 4.266 5.807 3.607 0.0000
O 5.523 5.145 3.958 0.0000
O 4.433 7.288 3.273 0.0000
O 3.236 5.519 4.599 0.0000
C 3.939 -1.077 4.976 0.0000
F 3.436 -0.289 5.869 0.0000
F 3.712 -2.401 5.241 0.0000
F 3.367 -0.706 3.762 0.0000
S 5.883 -0.802 4.784 0.0000
O 6.225 -1.695 3.644 0.0000
O 6.142 0.606 4.507 0.0000
O 6.354 -1.179 6.133 0.0000
C 1.019 1.075 1.002 0.0002
F 1.324 0.058 1.831 0.0001
F 1.188 2.200 1.671 0.0002
F 2.038 0.904 0.140 0.0000
S -0.709 0.973 0.163 0.0015
O -1.506 0.553 1.304 0.0011
O -1.067 2.319 -0.240 0.0015
O -0.590 0.047 -1.014 0.0001

Entry 2:
217
Properties=species:S:1:pos:R:3:lowdin_spin:R:1 method="wB97M-V/def2-TZVPD" s2=8.7605 multiplicity=6 e_homo_ha="-0.637 / -0.634" total_charge=+5 orbital_gap_ev="7.5 / 6.3"
Fe 1.216 -1.865 -5.299 4.2343
N 1.276 -0.962 -3.621 0.0651
S 0.334 -0.588 -2.419 0.0107
O -0.206 0.779 -2.535 0.0091
O 0.615 -0.965 -1.003 0.0170
F -0.870 -1.593 -2.743 0.0002
S 2.674 -0.528 -2.647 0.0086
O 3.191 -1.560 -1.775 0.0049
O 2.884 0.858 -2.136 0.0126
F 3.760 -0.469 -3.799 -0.0004
C 6.515 -1.472 -2.672 0.0000
C 7.846 -2.055 -2.157 0.0000
O 8.547 -1.458 -1.328 0.0000
N 8.294 -3.396 -2.621 0.0000
H 8.978 -3.750 -1.967 0.0000
H 7.412 -3.883 -2.686 0.0000
C 8.989 -3.284 -4.048 0.0000
H 6.357 -1.631 -3.738 0.0000
H 6.373 -0.427 -2.395 0.0000
H 5.760 -1.987 -2.078 0.0000
H 9.220 -4.348 -4.077 0.0000
H 9.919 -2.729 -3.925 0.0000
H 8.445 -3.049 -4.963 0.0000
C 5.056 2.903 -4.360 0.0000
C 3.633 3.417 -4.098 0.0000
O 2.712 2.792 -4.608 0.0000
N 3.435 4.578 -3.230 0.0000
H 4.283 5.087 -3.024 0.0000
H 2.887 5.280 -3.705 0.0000
C 2.676 4.296 -1.941 0.0000
H 5.648 3.556 -5.001 0.0000
H 5.229 1.938 -4.837 0.0000
H 5.577 2.891 -3.403 0.0000
H 2.721 5.005 -1.114 0.0000
H 2.915 3.315 -1.531 0.0000
H 1.615 4.140 -2.136 0.0000
C -4.543 6.260 -2.915 0.0000
C -3.149 5.717 -3.226 0.0000
C -3.229 4.209 -3.358 0.0000
C -1.980 3.422 -3.803 0.0000
N -1.726 3.415 -5.383 0.0000
C -0.557 2.548 -5.671 0.0000
C 0.228 3.151 -6.870 0.0002
C -0.320 4.546 -7.115 0.0000
C -1.336 4.800 -5.941 0.0000
C -2.918 2.816 -6.206 0.0000
H -5.183 5.738 -3.625 0.0000
H -4.505 7.334 -3.096 0.0000
H -4.799 5.967 -1.896 0.0000
H -2.479 5.903 -2.386 0.0000
H -2.680 6.165 -4.102 0.0000
H -3.946 3.955 -4.139 0.0000
H -3.534 3.674 -2.459 0.0000
H -2.162 2.350 -3.720 0.0000
H -1.080 3.672 -3.242 0.0000
H -0.817 1.535 -5.980 -0.0001
H 0.055 2.561 -4.769 0.0000
H -0.038 2.625 -7.787 0.0001
H 1.309 3.135 -6.726 0.0001
H -0.951 4.591 -8.003 0.0000
H 0.454 5.312 -7.159 0.0000
H -2.266 5.318 -6.175 0.0000
H -0.723 5.202 -5.134 0.0000
H -3.316 1.942 -5.689 0.0000
H -2.830 2.574 -7.265 0.0000
H -3.661 3.608 -6.297 0.0000
C -0.650 -3.641 0.414 0.0001
C -0.143 -4.898 -0.201 0.0000
C -0.732 -5.126 -1.602 0.0005
C -2.111 -5.840 -1.519 0.0000
N -2.685 -6.263 -2.898 0.0000
C -3.139 -5.068 -3.801 0.0001
C -4.077 -5.650 -4.866 0.0000
C -5.026 -6.476 -3.914 0.0000
C -4.144 -6.784 -2.595 0.0000
C -1.893 -7.290 -3.636 0.0000
H -1.004 -3.955 1.396 0.0000
H -1.376 -3.054 -0.148 0.0000
H 0.119 -2.929 0.717 0.0000
H -0.406 -5.693 0.496 0.0000
H 0.927 -5.009 -0.381 0.0000
H -0.107 -5.809 -2.176 0.0001
H -0.956 -4.243 -2.202 0.0003
H -2.832 -5.118 -1.136 0.0000
H -2.234 -6.677 -0.832 0.0000
H -2.224 -4.535 -4.059 0.0001
H -3.776 -4.435 -3.183 0.0000
H -3.537 -6.177 -5.653 0.0000
H -4.829 -4.982 -5.287 0.0000
H -5.353 -7.423 -4.343 0.0000
H -5.857 -5.805 -3.698 0.0000
H -4.034 -7.865 -2.518 0.0000
H -4.604 -6.416 -1.677 0.0000
H -2.261 -7.597 -4.615 0.0000
H -1.962 -8.122 -2.934 0.0000
H -0.848 -7.047 -3.826 0.0000
C -0.470 3.366 0.709 0.0000
C -0.692 1.798 0.950 0.0001
C -2.016 1.598 1.611 0.0000
C -1.975 1.972 3.138 0.0000
P -3.515 2.619 3.962 0.0000
C -3.473 4.306 4.040 0.0000
C -3.083 5.222 2.830 0.0000
C -4.103 5.097 1.691 0.0000
C -5.428 5.597 2.320 0.0000
C -4.938 1.873 3.177 0.0000
C -6.398 1.956 3.786 0.0000
C -7.396 1.673 2.687 0.0000
C -8.823 2.010 3.067 0.0000
C -3.324 1.890 5.644 0.0000
C -4.281 2.503 6.742 0.0000
C -3.963 2.202 8.234 0.0000
C -2.424 2.121 8.481 0.0000
H 0.368 3.478 0.021 0.0000
H -0.159 3.765 1.674 0.0000
H -1.343 3.973 0.470 0.0000
H 0.127 1.242 1.406 0.0000
H -0.779 1.434 -0.074 0.0001
H -2.370 0.567 1.612 0.0000
H -2.815 2.137 1.102 0.0000
H -1.249 2.784 3.166 0.0000
H -1.648 1.184 3.817 0.0000
H -2.657 4.335 4.761 0.0000
H -4.315 4.698 4.612 0.0000
H -2.016 5.178 2.608 0.0000
H -3.115 6.241 3.215 0.0000
H -4.111 4.037 1.438 0.0000
H -3.793 5.622 0.787 0.0000
H -5.409 6.633 2.657 0.0000
H -5.665 4.888 3.113 0.0000
H -6.414 5.466 1.874 0.0000
H -4.828 0.825 2.895 0.0000
H -4.867 2.405 2.228 0.0000
H -6.641 2.935 4.198 0.0000
H -6.542 1.225 4.582 0.0000
H -7.317 0.613 2.442 0.0000
H -7.123 2.397 1.919 0.0000
H -9.037 1.997 4.135 0.0000
H -9.469 1.264 2.605 0.0000
H -9.023 3.018 2.702 0.0000
H -2.276 2.175 5.727 0.0000
H -3.314 0.827 5.405 0.0000
H -5.282 2.093 6.606 0.0000
H -4.330 3.592 6.762 0.0000
H -4.349 1.244 8.583 0.0000
H -4.463 2.961 8.835 0.0000
H -1.850 1.322 8.012 0.0000
H -2.379 1.921 9.551 0.0000
H -1.881 3.054 8.333 0.0000
C 2.785 2.559 1.900 0.0000
C 2.930 1.375 0.881 0.0001
C 3.123 0.030 1.624 0.0000
C 1.959 -0.252 2.735 0.0000
P 2.360 -1.234 4.159 0.0000
C 1.177 -0.944 5.521 0.0000
C 1.411 -1.855 6.746 0.0000
C 0.710 -3.221 6.688 0.0000
C 1.226 -4.210 7.757 0.0000
C 4.106 -0.878 4.644 0.0000
C 4.736 0.585 4.749 0.0000
C 5.755 0.558 5.990 0.0000
C 6.840 -0.609 6.095 0.0000
C 2.240 -3.024 3.644 0.0000
C 3.067 -3.587 2.493 0.0000
C 2.975 -5.081 2.460 0.0000
C 3.967 -5.591 1.343 0.0000
H 3.710 3.031 2.233 0.0000
H 2.230 2.562 2.838 0.0000
H 2.393 3.415 1.351 0.0000
H 3.765 1.653 0.237 0.0001
H 2.078 1.078 0.268 0.0000
H 4.107 0.168 2.072 0.0000
H 3.171 -0.798 0.916 0.0000
H 1.148 -0.640 2.118 0.0000
H 1.516 0.612 3.228 0.0000
H 0.143 -1.107 5.216 0.0000
H 1.378 0.108 5.726 0.0000
H 0.878 -1.307 7.523 0.0000
H 2.406 -1.935 7.185 0.0000
H 0.755 -3.748 5.735 0.0000
H -0.369 -3.118 6.795 0.0000
H 0.759 -5.155 8.033 0.0000
H 1.472 -3.793 8.734 0.0000
H 2.137 -4.689 7.401 0.0000
H 4.712 -1.494 3.980 0.0000
H 4.193 -1.350 5.623 0.0000
H 3.963 1.283 5.071 0.0000
H 5.298 0.737 3.827 0.0000
H 5.369 0.779 6.985 0.0000
H 6.218 1.535 5.858 0.0000
H 7.572 -0.504 6.895 0.0000
H 7.400 -0.756 5.172 0.0000
H 6.309 -1.558 6.162 0.0000
H 1.187 -3.296 3.716 0.0000
H 2.542 -3.433 4.608 0.0000
H 4.102 -3.246 2.494 0.0000
H 2.740 -3.216 1.522 0.0000
H 1.957 -5.410 2.250 0.0000
H 3.264 -5.500 3.424 0.0000
H 3.869 -6.659 1.148 0.0000
H 4.981 -5.369 1.676 0.0000
H 3.813 -5.038 0.416 0.0000
O -2.836 -2.607 -5.350 0.0006
C -2.019 -1.719 -5.980 0.0094
O -0.841 -1.529 -5.574 0.1102
O -2.568 -0.914 -6.764 0.0298
H -3.584 -2.498 -5.942 0.0002
O 3.676 0.420 -7.480 0.0101
C 2.773 -0.239 -6.746 0.0197
O 1.593 0.023 -6.630 0.0894
O 3.002 -1.288 -6.176 0.1216
H 4.590 0.143 -7.380 0.0007
O 1.688 -5.586 -3.761 0.0088
C 1.538 -4.312 -4.134 0.0178
O 0.515 -3.677 -4.417 0.1110
O 2.463 -3.499 -4.313 0.1057
H 2.633 -5.473 -3.632 0.0009

no.,calculated total energy (eV)
1,-158392.091
2,-181489.193